Record 1
{"formula": "C14H52O19", "method": "ωB97M-V/def2-TZVPD", "symbols": ["O", "C", "C", "O", "H", "H", "H", "H", "H", "H", "O", "C", "C", "O", "H", "H", "H", "H", "H", "H", "O", "C", "C", "O", "H", "H", "H", "H", "H", "H", "O", "C", "C", "O", "H", "H", "H", "H", "H", "H", "O", "C", "C", "O", "H", "H", "H", "H", "H", "H", "O", "C", "C", "O", "H", "H", "H", "H", "H", "H", "O", "C", "C", "O", "H", "H", "H", "H", "H", "H", "O", "H", "H", "O", "H", "H", "O", "H", "H", "O", "H", "H", "O", "H", "H"], "positions_angstrom": [[-1.100950, 1.628237, 6.590674], [-1.369134, 0.534753, 5.791221], [-0.958920, 0.840835, 4.278925], [-0.004993, -0.155030, 3.893623], [-1.690929, 1.803296, 7.282073], [-0.738035, -0.284213, 6.055499], [-2.367744, 0.274006, 5.951871], [-0.572898, 1.886182, 4.426922], [-1.956769, 0.931560, 3.692042], [0.037712, -0.866437, 4.574089], [-0.814297, -0.311283, -4.638142], [-0.999197, -1.415470, -3.814883], [0.202329, -2.437870, -3.806694], [0.093012, -3.282237, -2.677946], [-0.976342, -0.529855, -5.546742], [-1.389561, -1.146623, -2.869099], [-1.895871, -1.896790, -4.249913], [1.202122, -1.954731, -3.726915], [0.047243, -3.078870, -4.625061], [0.861728, -3.850952, -2.756743], [2.343722, -0.737499, -1.501603], [3.610786, -0.799805, -0.815137], [4.460693, -1.859736, -1.496933], [5.660120, -2.149740, -0.731399], [1.763003, -1.460169, -1.213786], [4.188390, 0.128253, -0.820025], [3.511385, -1.072899, 0.272727], [4.561676, -1.534475, -2.497958], [3.872215, -2.769061, -1.495627], [5.878839, -3.052156, -0.995561], [-2.929211, 2.935296, -4.947161], [-3.392935, 2.911667, -3.623616], [-3.126729, 1.481539, -3.054563], [-3.344517, 1.404276, -1.659887], [-3.661931, 3.057967, -5.581739], [-2.851942, 3.598738, -3.085209], [-4.421745, 3.238988, -3.489094], [-2.138407, 1.219624, -3.276890], [-3.749464, 0.695130, -3.518678], [-2.738624, 1.910330, -1.149032], [3.052523, -4.755087, 0.145218], [1.963744, -4.894744, 0.955003], [1.417430, -3.612840, 1.442627], [1.444259, -2.622129, 0.419824], [2.806210, -4.126580, -0.532373], [1.154994, -5.455963, 0.448807], [2.098288, -5.499158, 1.820169], [2.104517, -3.309596, 2.311667], [0.454525, -3.528113, 1.955446], [1.293576, -1.766233, 0.783850], [-2.065801, 3.375462, -0.301141], [-2.133817, 3.440789, 1.077707], [-3.299121, 2.559723, 1.516339], [-3.545667, 2.696789, 2.871834], [-1.155420, 3.508895, -0.619103], [-1.181832, 3.083236, 1.463393], [-2.141734, 4.448394, 1.371743], [-3.005286, 1.599162, 1.208043], [-4.228837, 2.606502, 0.964034], [-4.145784, 3.449755, 3.085771], [0.538584, -0.171742, 1.042217], [-0.435928, 0.228055, 0.110212], [-1.513226, -0.775725, 0.116406], [-2.131188, -0.818227, 1.306147], [0.256061, 0.071428, 1.906827], [-0.735693, 1.255671, 0.442970], [0.118295, 0.276906, -0.811188], [-1.010948, -1.676975, -0.099129], [-2.320172, -0.517823, -0.651523], [-1.465659, -0.999623, 1.964363], [-0.044826, 2.726368, -1.779317], [0.141537, 2.319689, -2.685304], [0.071930, 3.671693, -1.943876], [1.300820, 1.096570, -3.523564], [1.462206, 1.048237, -2.618215], [0.623315, 0.488251, -3.661086], [1.415017, 2.303204, 3.121183], [1.744991, 2.123288, 2.257669], [1.318185, 1.461173, 3.512817], [2.725537, 1.839792, 0.850180], [2.359507, 0.949189, 0.787996], [3.000122, 2.179635, -0.012846], [2.828174, -1.080437, 2.692820], [2.137722, -1.378777, 3.309859], [3.625046, -1.652861, 2.831895]], "atomic_forces_ev_per_a": [[2.3, 1.1, -1.0], [0.6, 0.7, -1.5], [-2.6, 1.1, 2.7], [-0.2, -0.2, -0.4], [-1.5, -0.1, 1.3], [0.5, -0.9, 0.7], [-1.7, -0.8, -0.3], [0.3, -1.2, -1.0], [2.1, -0.6, 0.2], [-0.3, 1.0, -0.7], [0.9, 1.3, 0.5], [-0.7, -2.4, -1.6], [-0.6, 1.7, 1.4], [-0.1, -0.1, 0.7], [0.0, -0.2, -0.5], [0.4, 0.7, 1.4], [0.4, -0.7, 0.3], [-0.7, 0.2, -0.8], [0.4, -0.4, -1.8], [-0.1, -0.3, 0.4], [0.6, 0.7, 0.2], [0.2, -1.2, 1.2], [-0.4, -0.5, 2.0], [-0.7, 0.3, -1.1], [0.5, -0.1, 0.2], [-0.7, 0.3, -0.4], [-0.2, 0.2, -1.0], [0.9, 0.2, -1.3], [-0.3, -0.3, -0.2], [0.3, 0.2, 0.3], [-0.6, 0.3, -1.5], [-1.0, -2.5, -0.3], [-1.5, 0.9, 0.6], [-1.7, -1.4, -0.8], [0.6, -0.1, 0.7], [1.6, 1.5, 1.5], [-0.4, -0.3, -0.3], [1.7, -0.2, -0.5], [0.0, 0.6, 0.1], [1.1, 1.2, 0.4], [1.5, -0.2, -0.2], [-3.3, -1.2, -0.5], [1.1, 3.0, 2.1], [0.5, -2.2, -0.8], [0.0, 0.4, -0.1], [0.1, 0.2, -0.4], [1.1, -0.6, 0.7], [-0.4, -0.1, -1.3], [-0.4, -1.1, -0.4], [-0.3, 1.5, 0.9], [0.1, 0.3, -1.7], [0.2, -0.8, 0.1], [0.0, 1.4, -0.6], [-0.6, 0.2, 1.9], [-0.8, -0.5, 0.3], [0.0, -0.5, 0.7], [-0.7, 1.6, 0.8], [0.6, -1.9, 0.6], [-0.2, 1.1, -0.6], [0.8, -0.9, -0.7], [1.4, -0.7, -0.1], [0.4, 2.1, 0.3], [-1.2, 1.3, -3.4], [-1.7, -0.1, 2.7], [-0.1, 0.3, 1.4], [-0.2, -0.8, -0.8], [-0.2, 0.2, -0.7], [0.3, -1.6, -0.7], [1.2, -0.5, 0.8], [0.2, -0.2, 0.7], [0.6, -0.1, -1.6], [-0.1, 0.5, 1.2], [0.2, -0.1, -0.2], [1.1, 2.2, -1.7], [1.1, -0.4, 2.5], [-1.9, -1.8, -1.0], [-0.7, 1.6, 0.7], [0.8, 0.2, -1.3], [0.0, -1.4, 0.8], [0.4, 0.4, -0.1], [0.0, -0.1, -0.5], [-0.4, -0.5, 0.2], [0.7, -0.5, 0.4], [0.6, 0.1, -0.3], [-1.2, 0.7, 0.0]], "mulliken_charge": [-0.546, -0.406, 0.183, -0.354, 0.313, 0.047, 0.493, 0.158, -0.215, 0.192, -0.598, -0.285, -0.300, -0.545, 0.309, -0.254, 0.667, 0.283, 0.434, 0.297, 0.079, 0.108, -0.466, -0.547, -0.108, 0.403, -0.142, 0.397, 0.014, 0.334, -0.553, -0.540, 0.171, -0.480, 0.321, 0.169, 0.378, -0.168, 0.423, 0.375, -0.546, -0.875, -0.087, 0.212, 0.230, 0.271, 0.469, 0.075, 0.360, -0.352, -0.516, -0.268, -0.077, -0.529, 0.235, 0.021, 0.505, -0.057, 0.438, 0.319, 3.160, 0.896, -0.999, -0.623, -1.258, -0.242, -1.033, 0.547, 0.271, 0.312, -0.609, 0.344, 0.233, -0.835, 0.131, 0.536, -0.719, 0.305, 0.298, -0.769, -0.054, 0.337, -0.595, 0.188, 0.307], "energy_ha": -1993.9382, "de_lowest_kcal_mol": 89.9, "fmax_ev_per_a": 3.871, "gap_ev": 9.49, "charge": 0}

Record 2
{"formula": "C14H54KO20", "method": "ωB97M-V/def2-TZVPD", "symbols": ["K", "C", "C", "O", "O", "H", "H", "H", "H", "H", "H", "C", "C", "O", "O", "H", "H", "H", "H", "H", "H", "C", "C", "O", "O", "H", "H", "H", "H", "H", "H", "C", "C", "O", "O", "H", "H", "H", "H", "H", "H", "C", "C", "O", "O", "H", "H", "H", "H", "H", "H", "C", "C", "O", "O", "H", "H", "H", "H", "H", "H", "C", "C", "O", "O", "H", "H", "H", "H", "H", "H", "O", "H", "H", "O", "H", "H", "O", "H", "H", "O", "H", "H", "O", "H", "H", "O", "H", "H"], "positions_angstrom": [[-0.077678, 9.299992, 16.012322], [-3.676812, 10.770448, 14.888542], [-2.628165, 11.558605, 14.137064], [-1.553371, 11.841003, 15.075433], [-3.147186, 9.486046, 15.355326], [-4.456318, 10.623680, 14.122544], [-4.005845, 11.327985, 15.792329], [-3.102359, 12.479034, 13.743737], [-2.294282, 10.935522, 13.349505], [-0.668403, 12.072462, 14.622829], [-3.684297, 9.137395, 16.064087], [1.073386, 15.736868, 16.410735], [2.355530, 15.531850, 17.260521], [1.994159, 15.295533, 18.694241], [0.598021, 17.050850, 16.689699], [0.294255, 15.007254, 16.600663], [1.359756, 15.691498, 15.342393], [3.128060, 16.311126, 17.116498], [2.832898, 14.592182, 17.005372], [1.820466, 16.128463, 19.052576], [-0.327797, 16.960862, 16.848327], [-4.641571, 5.555954, 18.391029], [-3.670254, 6.519066, 17.816573], [-3.435586, 7.526904, 18.849473], [-4.037287, 4.888141, 19.451158], [-4.920388, 4.858676, 17.553772], [-5.614491, 5.985042, 18.687429], [-4.003495, 7.063586, 16.933277], [-2.728007, 5.984530, 17.644560], [-3.334063, 6.941256, 19.624375], [-4.486193, 4.157514, 19.856406], [1.443741, 7.034800, 18.581452], [0.472401, 5.850129, 18.532150], [1.157855, 4.872738, 17.734268], [1.574253, 7.709243, 17.337314], [2.401462, 6.655039, 18.978941], [1.051082, 7.755093, 19.346336], [-0.441764, 6.249143, 18.078307], [0.237454, 5.524965, 19.510955], [0.583226, 4.275797, 17.236281], [1.964087, 7.008362, 16.779258], [4.670577, 10.051345, 18.066977], [5.069651, 8.893311, 18.930637], [4.041376, 8.490017, 19.812525], [3.699218, 9.736685, 16.974909], [5.492526, 10.459775, 17.510035], [4.313552, 10.827176, 18.727108], [5.976330, 9.202441, 19.492909], [5.332395, 7.989858, 18.298363], [4.323558, 7.717110, 20.293912], [2.946026, 9.241940, 17.342385], [2.955613, 5.740165, 12.981804], [3.450568, 6.311243, 14.274155], [2.602411, 6.175867, 15.408760], [2.806923, 4.349192, 13.061441], [3.596134, 6.013530, 12.122889], [1.952857, 6.098884, 12.842650], [3.551311, 7.398147, 14.053166], [4.426746, 5.843246, 14.538166], [2.287876, 5.326751, 15.556953], [3.589143, 3.815068, 12.778376], [-0.423616, 4.593311, 13.504969], [-1.077108, 5.935930, 13.991330], [-0.124658, 7.005541, 14.071760], [0.466306, 4.129687, 14.552649], [0.149708, 4.665713, 12.620839], [-1.157544, 3.820753, 13.281470], [-1.648756, 5.723457, 14.892915], [-1.770664, 6.202225, 13.175004], [0.598555, 6.679479, 14.609050], [1.129445, 3.636337, 14.113279], [-1.591219, 12.280953, 18.049192], [-1.608728, 12.356780, 17.082956], [-0.675888, 12.576322, 18.313213], [0.932384, 12.845727, 18.918024], [1.332592, 13.743503, 18.989468], [1.250126, 12.379647, 19.730596], [1.319786, 10.421155, 19.938266], [1.845372, 9.754097, 20.310246], [0.494776, 10.146712, 19.543031], [1.677490, 11.545846, 16.237190], [2.523577, 11.100541, 16.385944], [1.547166, 12.080190, 17.029073], [0.918104, 13.056648, 13.700261], [1.458862, 12.830125, 12.943982], [1.355044, 12.495802, 14.391748], [-1.212002, 9.581213, 18.238725], [-1.517553, 10.482652, 18.343542], [-1.965644, 9.046256, 18.581185]], "atomic_forces_ev_per_a": [[-0.2, 0.2, -0.5], [0.0, -0.3, 0.7], [0.3, 0.4, 1.9], [1.5, 0.2, -1.1], [0.4, 0.8, -1.0], [-0.2, -0.1, 0.7], [-0.1, -0.2, -0.8], [0.4, -0.4, 0.2], [0.6, -0.5, -1.1], [-2.2, -0.2, 0.4], [-0.3, 0.2, 0.2], [1.7, 0.9, -0.2], [-1.0, -1.2, 0.8], [1.2, -1.0, -2.5], [0.5, -0.2, 0.0], [0.1, -0.4, 0.2], [-0.1, -0.2, 0.4], [-0.8, 0.0, 0.3], [0.0, -0.2, -0.3], [-0.6, 2.0, 1.1], [-1.0, 0.3, 0.2], [-2.3, -1.7, -1.9], [0.6, 1.3, 1.4], [0.4, -0.8, -0.2], [1.7, 0.6, 0.5], [0.3, 0.2, 0.6], [0.5, 0.4, 0.0], [-0.1, -0.4, 0.0], [-0.1, 0.1, -0.3], [0.1, 0.7, 0.1], [-0.8, -0.3, -0.2], [-0.8, 0.2, 2.0], [0.9, 1.2, -1.9], [-0.3, 0.0, 0.0], [0.1, -0.8, 0.6], [-0.2, 0.3, -0.5], [0.3, -0.4, -0.8], [-0.1, -0.4, -0.2], [-0.1, -0.7, 1.1], [-0.2, 0.3, 0.3], [0.2, 0.5, -0.6], [-1.4, -0.4, -1.1], [1.2, -1.5, -0.8], [-0.7, 0.8, 0.0], [0.7, 0.3, 1.4], [0.6, -0.1, 0.0], [-0.6, 0.4, 0.1], [-0.4, -0.1, -0.2], [0.0, 1.1, 0.4], [0.2, -0.3, 0.2], [0.2, -0.2, 0.2], [0.1, -0.4, -0.1], [1.4, 0.5, 0.1], [0.4, 2.9, -0.8], [0.6, -2.2, -0.3], [-0.2, 0.2, 0.5], [-0.5, 0.5, -0.5], [0.2, -0.6, 0.7], [-0.4, 0.6, -0.3], [-0.8, -2.9, 0.1], [-0.8, 1.1, 0.3], [-0.3, 0.4, 2.0], [0.5, -1.2, -2.2], [-0.8, -0.3, 0.3], [-1.6, 1.0, 0.5], [0.6, 0.7, -1.1], [-0.5, 0.1, 0.3], [0.2, 0.3, 0.3], [0.1, 0.1, 0.5], [0.6, -0.3, 0.3], [1.3, -0.8, -0.6], [0.7, 0.2, 0.0], [-0.1, -0.1, 0.0], [-0.8, -0.2, 0.0], [0.9, 0.2, 0.8], [-0.4, -0.1, -0.2], [-0.4, 0.0, -1.0], [-0.3, 2.4, -0.5], [0.7, -1.8, 0.6], [-0.3, -0.8, -0.1], [-0.3, 0.1, -0.6], [0.4, -0.3, 0.1], [-0.2, 0.2, 0.5], [0.5, -1.1, 1.1], [0.0, 0.2, -0.6], [-0.4, 0.8, -0.1], [-0.6, -1.5, 0.8], [-0.2, 1.4, -0.1], [0.6, 0.1, -0.2]], "mulliken_charge": [0.565, -0.424, -0.554, -0.171, -0.348, 0.326, 0.356, 0.327, 0.344, 0.134, 0.150, -0.017, -0.415, -0.609, -0.526, 0.099, 0.226, 0.366, 0.212, 0.283, 0.324, -0.662, 0.239, -0.556, -0.545, 0.336, 0.320, 0.288, -0.120, 0.349, 0.310, -0.258, -0.306, -0.561, 0.085, 0.150, 0.203, -0.126, 0.489, 0.308, 0.322, -0.498, -0.471, -0.473, -0.533, 0.449, 0.234, 0.407, 0.256, 0.288, 0.449, -0.300, -0.507, -0.519, -0.530, 0.475, 0.096, 0.280, 0.315, 0.163, 0.305, -0.708, -0.092, -0.354, -0.463, 0.368, 0.397, 0.026, 0.397, 0.206, 0.253, -0.789, 0.327, 0.329, -0.640, 0.309, 0.329, -0.603, 0.251, 0.300, -0.254, 0.231, 0.175, -0.641, 0.316, 0.286, -0.332, 0.372, 0.209], "energy_ha": -2670.3525, "fmax_ev_per_a": 3.448, "gap_ev": 10.21, "charge": 1}